No. 1
The following is a quantum chemistry calculation of an isolated molecule of C24H32O4, from the Open Molecules 2025 dataset.

```
60
Properties=species:S:1:pos:R:3:nbo_charge:R:1
C -1.93 -5.04 2.36 -0.7339
C -0.45 -4.78 2.29 0.6152
O 0.20 -5.02 1.31 -0.5495
C 0.16 -4.17 3.53 -0.5048
C -0.41 -2.78 3.83 -0.3785
C -0.30 -1.88 2.61 -0.2585
C -1.53 -1.43 1.88 -0.2398
C -1.63 -1.31 0.37 0.1060
O -2.62 -0.36 0.04 -0.7357
C -0.29 -0.98 -0.33 -0.2766
C 0.51 -2.20 -0.84 -0.1983
C -0.37 -3.20 -1.60 -0.6129
C 1.63 -1.73 -1.77 -0.6085
C 0.62 -0.04 0.50 0.1152
O 1.13 1.03 -0.33 -0.5053
C 0.29 1.93 -0.84 0.7732
O -0.91 1.95 -0.64 -0.6476
C 1.01 2.89 -1.68 -0.3198
C 0.36 3.88 -2.30 -0.1100
C 0.91 4.90 -3.16 -0.0239
C 2.27 4.97 -3.48 -0.1910
C 2.75 5.96 -4.31 -0.2117
C 1.89 6.92 -4.84 -0.1958
C 0.54 6.86 -4.53 -0.2151
C 0.06 5.87 -3.70 -0.1884
C 0.03 0.56 1.78 -0.4277
C -0.72 -0.44 2.65 -0.0236
C -1.25 0.18 3.92 -0.6008
H -2.24 -5.33 3.36 0.2205
H -2.21 -5.82 1.65 0.2401
H -2.46 -4.13 2.08 0.2431
H -0.02 -4.83 4.38 0.2229
H 1.24 -4.10 3.38 0.2227
H 0.16 -2.35 4.66 0.2145
H -1.45 -2.87 4.14 0.2029
H 0.57 -2.12 2.01 0.2191
H -2.49 -1.71 2.32 0.2168
H -2.02 -2.25 -0.03 0.1862
H -2.21 0.52 -0.01 0.4918
H -0.59 -0.43 -1.23 0.2346
H 0.95 -2.73 0.01 0.2037
H -1.03 -2.69 -2.29 0.2025
H -0.95 -3.81 -0.92 0.2160
H 0.27 -3.87 -2.17 0.2124
H 2.26 -0.98 -1.30 0.2074
H 1.20 -1.29 -2.67 0.2008
H 2.25 -2.57 -2.05 0.2101
H 1.53 -0.58 0.77 0.1994
H 2.08 2.73 -1.76 0.2157
H -0.71 3.93 -2.14 0.2232
H 2.95 4.23 -3.09 0.2082
H 3.80 6.00 -4.55 0.2156
H 2.27 7.69 -5.48 0.2154
H -0.14 7.60 -4.93 0.2165
H -1.00 5.83 -3.46 0.2118
H -0.67 1.36 1.52 0.2304
H 0.85 1.02 2.35 0.2103
H -1.85 1.05 3.69 0.2173
H -1.87 -0.53 4.46 0.2102
H -0.43 0.48 4.57 0.2060
```

net charge: 0
Kohn-Sham gap: 8.80 eV
relative energy (zero: lowest compared OMol25 entry of this formula, charge and spin): 208.4 kJ/mol
highest occupied orbital energy: -8.95 eV
SMILES string: CC(=O)CC[C@H]1[C@@H]2[C@@H](O)[C@H](C(C)C)[C@@H](OC(=O)/C=C/c3ccccc3)C[C@@]21C
maximum force: 0.83 eV Å⁻¹

=====

No. 2
The following is a quantum chemistry calculation of a structure of composition C49H44Cl2FINOPRuSb2 in a non-equilibrium geometry, from the Open Molecules 2025 dataset.

```
103
Properties=species:S:1:pos:R:3:mulliken_spin:R:1
Ru -0.15 0.17 -0.41 0.9924
I 0.71 -2.46 -1.61 0.0435
C 2.57 -2.59 -2.74 0.0243
C 2.84 -3.88 -3.13 -0.0075
C 3.98 -4.18 -3.89 0.0011
C 4.81 -3.16 -4.25 -0.0003
C 4.55 -1.83 -3.87 -0.0003
C 5.44 -0.83 -4.32 0.0000
C 5.22 0.49 -4.03 0.0001
C 4.11 0.83 -3.26 -0.0033
C 3.22 -0.11 -2.78 0.0073
P 1.90 0.70 -1.77 -0.1049
C 2.84 1.90 -0.79 -0.0431
C 4.08 1.56 -0.25 -0.0019
C 4.70 2.41 0.64 0.0042
C 4.09 3.61 0.99 -0.0045
C 2.85 3.94 0.47 0.0016
C 2.21 3.08 -0.39 0.0190
C 1.12 1.61 -3.16 -0.0263
C 0.17 0.87 -3.86 -0.0131
C -0.48 1.41 -4.95 0.0053
C -0.17 2.69 -5.37 -0.0035
C 0.79 3.43 -4.69 0.0003
C 1.43 2.90 -3.58 -0.0091
C 3.40 -1.49 -3.09 -0.0102
H 2.17 -4.68 -2.85 -0.0002
H 4.16 -5.20 -4.19 -0.0004
H 5.70 -3.36 -4.84 -0.0001
H 6.29 -1.13 -4.91 -0.0002
H 5.88 1.26 -4.38 -0.0002
H 3.94 1.87 -3.04 0.0000
H 4.56 0.63 -0.53 -0.0011
H 5.65 2.15 1.06 0.0000
H 4.59 4.28 1.68 0.0000
H 2.38 4.87 0.75 0.0003
H 1.22 3.30 -0.78 0.0018
H -0.06 -0.14 -3.54 0.0143
H -1.24 0.83 -5.47 0.0003
H -0.67 3.12 -6.22 -0.0001
H 1.04 4.42 -5.02 -0.0001
H 2.15 3.49 -3.04 -0.0007
C -3.68 -2.26 -2.57 0.0235
Sb -2.72 -1.45 -0.79 0.0583
C -4.42 -0.35 -0.07 0.0053
C -2.87 -3.41 0.27 0.0138
C -3.94 -3.31 1.27 0.0118
C -5.25 -3.61 0.89 -0.0033
C -6.31 -3.41 1.75 0.0001
C -6.08 -2.87 3.01 0.0032
C -4.79 -2.59 3.41 0.0004
C -3.70 -2.85 2.58 -0.0062
C -2.35 -2.70 3.12 0.0142
Sb -1.22 -0.89 2.40 0.0757
C 0.15 -1.02 4.08 0.0079
C -2.58 0.45 3.40 0.0129
H -3.77 -1.51 -3.35 0.0006
H -4.67 -2.58 -2.27 0.0009
H -3.11 -3.10 -2.94 -0.0002
H -5.20 -1.03 0.26 0.0013
H -4.79 0.27 -0.89 0.0004
H -4.12 0.30 0.75 -0.0023
H -1.89 -3.63 0.69 0.0012
H -3.11 -4.12 -0.52 0.0000
H -5.42 -4.01 -0.10 -0.0002
H -7.31 -3.69 1.45 0.0001
H -6.91 -2.68 3.68 0.0001
H -4.61 -2.20 4.40 0.0001
H -1.71 -3.55 2.88 0.0005
H -2.37 -2.56 4.19 0.0018
H -0.39 -1.46 4.92 0.0013
H 0.50 -0.03 4.36 0.0019
H 1.01 -1.65 3.84 -0.0023
H -2.42 0.34 4.47 0.0021
H -3.61 0.19 3.16 -0.0006
H -2.37 1.47 3.10 -0.0035
Cl -0.40 4.00 2.99 -0.0002
C 0.89 2.87 2.99 -0.0152
C 2.01 3.08 3.78 0.0013
C 3.04 2.16 3.81 0.0047
Cl 4.39 2.41 4.85 -0.0002
C 2.99 1.01 3.00 -0.0050
C 3.96 -0.01 3.01 -0.0083
C 3.81 -1.09 2.19 0.0061
C 2.69 -1.16 1.34 0.0038
N 1.75 -0.24 1.33 -0.0101
C 1.87 0.82 2.15 -0.0297
C 0.76 1.73 2.18 0.0283
O -0.31 1.46 1.53 -0.0055
H 2.06 3.97 4.40 0.0003
H 4.80 0.08 3.68 -0.0005
H 4.52 -1.90 2.19 -0.0001
H 2.57 -2.01 0.68 -0.0005
F -3.19 4.98 -3.14 0.0003
C -2.67 3.91 -2.51 0.0047
C -2.90 2.64 -3.02 -0.0073
C -2.36 1.55 -2.36 0.0280
C -1.57 1.70 -1.22 -0.0807
C -1.40 2.99 -0.72 0.0063
C -1.93 4.10 -1.36 -0.0048
H -3.50 2.52 -3.91 -0.0006
H -2.55 0.57 -2.78 -0.0020
H -0.87 3.15 0.21 -0.0180
H -1.78 5.10 -0.97 -0.0011
```

net charge: +1
Kohn-Sham gap (spin up / spin down): 5.36 / 5.77 eV
relative energy (zero: lowest compared OMol25 entry of this formula, charge and spin): 374.8 kJ/mol
2S+1: 2
highest occupied orbital energy (spin up / spin down): -9.56 / -9.59 eV
maximum force: 2.47 eV Å⁻¹

=====

No. 3
The following is a quantum chemistry calculation of a structure of composition C4H12CsO2 in a non-equilibrium geometry, from the Open Molecules 2025 dataset.

```
19
Properties=species:S:1:pos:R:3:nbo_charge:R:1
Cs 13.67 -16.92 15.75 0.9988
C 17.90 -17.21 10.11 -0.6423
C 16.46 -17.38 10.32 -0.0726
O 15.89 -16.60 11.34 -0.7259
H 18.41 -17.17 11.07 0.2116
H 18.12 -16.28 9.59 0.2044
H 18.36 -18.06 9.61 0.2329
H 16.33 -18.42 10.61 0.1656
H 15.86 -17.33 9.41 0.1647
H 16.18 -15.71 11.16 0.4623
C 10.79 -21.69 18.96 -0.6341
C 9.85 -20.97 17.97 -0.0659
O 10.54 -19.71 17.67 -0.7684
H 11.06 -21.05 19.79 0.2137
H 11.70 -22.08 18.51 0.2094
H 10.32 -22.52 19.48 0.2206
H 8.91 -20.77 18.47 0.1759
H 9.70 -21.53 17.05 0.1793
H 9.96 -18.97 17.87 0.4701
```

net charge: +1
Kohn-Sham gap: 9.10 eV
relative energy (zero: lowest compared OMol25 entry of this formula, charge and spin): 99.0 kJ/mol
highest occupied orbital energy: -12.88 eV
maximum force: 2.75 eV Å⁻¹